[1]
Entry from the OMol25 dataset: 3 unconnected molecules or ions with the total composition C24H41Cl2N3O8S2 (ωB97M-V/def2-TZVPD).

Structure (XYZ):
```
80
C24H41Cl2N3O8S2 (ωB97M-V/def2-TZVPD)
O -8.258 -4.150 -2.800
C -7.524 -4.478 -1.919
N -6.181 -5.014 -2.130
C -5.939 -5.839 -0.955
O -5.157 -6.744 -0.951
C -6.873 -5.398 0.134
C -6.871 -5.712 1.490
C -5.847 -6.671 2.045
C -4.956 -6.152 3.187
C -4.424 -4.738 2.955
C -3.338 -4.707 1.872
S -1.947 -3.675 2.312
O -1.901 -3.499 3.731
O -1.908 -2.503 1.494
Cl -0.348 -4.833 1.829
C -7.877 -5.095 2.242
S -8.061 -5.445 3.975
C -8.819 -4.239 1.655
C -8.797 -3.959 0.306
Cl -9.974 -2.915 -0.384
C -7.805 -4.547 -0.457
H -5.550 -4.214 -2.083
H -6.366 -7.574 2.381
H -5.207 -6.984 1.225
H -5.447 -6.227 4.154
H -4.097 -6.828 3.240
H -4.009 -4.378 3.895
H -5.229 -4.054 2.683
H -2.950 -5.697 1.635
H -3.707 -4.278 0.941
H -8.050 -4.176 4.394
H -9.591 -3.791 2.266
C 3.793 2.855 0.837
O 2.765 3.029 1.795
C 1.455 3.090 1.250
C 0.648 1.858 1.598
N 1.150 0.680 0.908
C 0.568 -0.585 1.353
C 0.800 -1.012 2.802
O 2.147 -1.349 3.089
C 2.998 -0.265 3.400
H 4.740 3.031 1.345
H 3.805 1.837 0.429
H 3.702 3.570 0.018
H 1.495 3.232 0.166
H 0.962 3.963 1.687
H -0.392 2.023 1.300
H 0.667 1.751 2.692
H 2.155 0.639 1.019
H 0.981 -1.373 0.718
H -0.504 -0.556 1.158
H 0.229 -1.927 2.970
H 0.429 -0.283 3.533
H 2.461 0.535 3.919
H 3.481 0.152 2.511
H 3.782 -0.642 4.058
C 8.275 4.598 -4.736
O 7.745 5.905 -4.687
C 6.704 6.164 -5.619
C 5.368 6.327 -4.928
N 4.901 5.066 -4.371
C 3.732 5.171 -3.505
C 3.843 6.002 -2.232
O 4.696 5.453 -1.246
C 6.075 5.727 -1.402
H 9.176 4.592 -4.125
H 7.581 3.850 -4.337
H 8.542 4.315 -5.758
H 6.656 5.373 -6.374
H 6.949 7.101 -6.128
H 4.636 6.683 -5.660
H 5.486 7.111 -4.168
H 5.655 4.634 -3.854
H 3.454 4.156 -3.211
H 2.901 5.567 -4.099
H 2.849 6.029 -1.778
H 4.123 7.043 -2.435
H 6.242 6.708 -1.854
H 6.581 4.966 -2.003
H 6.523 5.719 -0.409
```

The LUMO energy comes out at -1.00 eV. The total energy comes out at -3421.931938 hartree. As for the charge: 0. As for the structure (SMILES): O=C1NC(=O)c2c(CCCCS(=O)(=O)Cl)c(S)cc(Cl)c21.COCCNCCOC.COCCNCCOC. The value obtained for the HOMO-LUMO gap is 7.28 eV.

***

[2]
Entry from the OMol25 dataset: a molecular structure, C24H41Cl3N4O2W (ωB97M-V/def2-TZVPD).

Structure (XYZ):
```
75
C24H41Cl3N4O2W (ωB97M-V/def2-TZVPD)
W -2.357 0.931 -1.164
Cl -3.142 2.381 -2.702
C -4.040 -1.964 1.461
C -3.118 -0.729 -0.131
N -3.434 -0.763 1.180
H -4.185 -3.758 0.139
N -3.095 -2.025 -0.534
H -4.452 -2.181 2.416
C -2.946 0.308 2.058
C -4.125 1.116 2.559
C -2.023 -0.305 3.089
H -4.813 0.492 3.131
H -3.805 1.934 3.210
H -4.696 1.548 1.729
H -1.610 1.950 1.666
H -2.815 1.747 0.433
H -1.182 -0.775 2.560
C -2.099 1.158 1.109
H -2.515 -1.077 3.689
H -1.620 0.472 3.747
H -1.228 0.575 0.740
C -3.849 -2.770 0.351
C -1.061 -3.307 -1.004
H -1.442 -4.255 -0.610
H -0.313 -3.535 -1.776
C -2.151 -2.430 -1.574
H -0.755 -1.174 -2.700
C -2.923 -3.108 -2.689
H -3.680 -2.450 -3.120
H -0.544 -2.782 -0.189
H -0.932 -0.706 -1.060
H -3.428 -3.996 -2.299
H -2.262 -3.436 -3.496
C -1.526 -1.076 -1.944
H -2.370 -0.496 -2.436
C 3.835 3.005 -0.420
N 2.788 2.415 0.294
H 4.890 2.218 -2.229
N 3.168 1.091 -1.375
H 4.316 3.930 -0.138
C 1.982 2.974 1.412
C 2.811 3.915 2.244
C 0.689 3.677 0.989
H 3.045 4.795 1.638
H 2.238 4.220 3.132
H 3.738 3.442 2.577
H 0.454 2.021 2.686
H 2.031 1.377 2.963
H 0.121 3.060 0.288
C 1.398 1.784 2.189
H 0.866 4.665 0.578
H 0.063 3.826 1.885
H 1.168 0.962 1.508
C 4.109 2.160 -1.482
C 1.541 0.509 -3.189
H 1.700 1.337 -3.876
H 1.160 -0.331 -3.784
C 2.809 0.089 -2.421
H 1.776 -1.824 -2.537
C 3.972 -0.133 -3.361
H 4.864 -0.394 -2.789
H 0.754 0.768 -2.479
H 1.613 -1.011 -0.978
H 4.164 0.776 -3.940
H 3.758 -0.965 -4.047
C 2.314 -1.218 -1.789
H 3.102 -1.859 -1.403
C 2.548 1.198 -0.213
Cl 0.238 -3.523 2.969
C 1.647 -3.134 1.967
Cl 1.777 -4.165 0.526
C 1.518 -1.648 1.505
O 2.555 -0.987 1.786
O 0.456 -1.294 0.927
H 2.563 -3.242 2.552
```

The LUMO energy (alpha / beta) comes out at 4.59 / 4.60 eV. The total energy comes out at -2755.993709 hartree. The multiplicity is 3. As for the charge: -2. The value obtained for the HOMO-LUMO gap (alpha / beta) is 2.86 / 2.84 eV. As for the expectation value of S²: 2.05.

***

[3]
Entry from the OMol25 dataset: a molecular structure, C24H41N3OS2Sm (ωB97M-V/def2-TZVPD).

Structure (XYZ):
```
72
C24H41N3OS2Sm (ωB97M-V/def2-TZVPD)
Sm 0.424 -0.268 -0.862
C 1.362 0.181 -4.157
N 1.269 0.976 -2.931
C 0.081 1.810 -2.907
C 2.559 1.663 -2.697
C 2.802 1.928 -1.215
N 2.559 0.745 -0.337
C 3.333 -0.455 -0.688
C 2.973 1.145 1.018
H 1.535 0.758 -5.071
H 0.392 -0.292 -4.331
H 2.126 -0.632 -4.103
H -0.040 2.432 -3.788
H 0.212 2.518 -2.053
H -0.804 1.146 -2.717
H 2.597 2.628 -3.230
H 3.342 0.958 -2.980
H 2.160 2.766 -0.823
H 3.848 2.253 -0.992
H 4.394 -0.328 -0.852
H 2.962 -0.798 -1.638
H 3.192 -1.186 0.077
H 4.082 1.109 1.055
H 2.601 0.520 1.843
H 2.694 2.175 1.252
N -0.618 0.878 0.820
S -0.722 2.503 1.098
C -0.520 2.860 2.765
C -1.341 2.311 3.721
C -1.176 2.669 5.022
C -0.232 3.670 5.338
C 0.612 4.191 4.377
C 0.478 3.757 3.073
C -2.463 2.793 0.722
C -2.865 3.936 0.023
C -4.232 4.140 -0.235
C -5.138 3.223 0.248
C -4.726 2.101 1.007
C -3.377 1.850 1.221
H -1.198 0.351 1.497
H -2.122 1.606 3.423
H -1.710 2.168 5.853
H -0.020 3.934 6.327
H 1.399 4.813 4.718
H 1.170 3.988 2.340
H -2.116 4.672 -0.267
H -4.646 5.034 -0.776
H -6.194 3.251 0.126
H -5.456 1.405 1.437
H -3.049 0.889 1.649
C 0.816 -6.262 1.998
C 1.297 -6.074 0.549
C 1.457 -4.640 0.170
S -0.155 -3.790 0.045
O 0.326 -2.328 -0.252
C -0.746 -4.386 -1.602
C -1.960 -3.593 -2.115
C -1.706 -2.086 -2.562
H 0.939 -7.332 2.236
H -0.258 -6.058 2.042
H 1.374 -5.658 2.683
H 0.745 -6.611 -0.206
H 2.273 -6.628 0.370
H 1.991 -4.413 -0.762
H 2.019 -4.145 0.960
H -0.948 -5.457 -1.578
H 0.155 -4.369 -2.300
H -2.688 -3.601 -1.313
H -2.379 -4.084 -2.967
H -1.967 -1.447 -1.680
H -2.362 -1.769 -3.421
H -0.615 -2.017 -2.693
```

The LUMO energy (alpha / beta) comes out at -9.72 / -8.01 eV. The total energy comes out at -2631.995693 hartree. The multiplicity is 6. As for the charge: +3. The value obtained for the HOMO-LUMO gap (alpha / beta) is 6.98 / 8.69 eV. As for the expectation value of S²: 8.76.